Record 1
9
Properties=species:S:1:pos:R:3:forces:R:3:mulliken_charge:R:1 method="wB97M-V/def2-TZVPD" homo_lumo_gap_ev="9.79 / 7.02" multiplicity=3 total_energy_ha=-644.14914 charge=0
H -1.300612 -0.001844 -1.468758 0.3 0.4 0.5 0.3456
N 1.903849 -1.361614 -1.284022 1.0 -1.3 -0.8 -0.3575
S -0.685411 -1.308429 1.537592 -0.7 -1.6 -0.5 -0.0683
C 0.485230 0.433745 -0.160304 1.0 0.4 -1.1 -0.4146
H 1.146828 1.146121 0.406811 -1.6 -0.5 -0.3 0.3013
O -1.605693 1.413621 0.015510 0.0 -0.7 -1.1 -0.4599
C 1.274600 -0.550637 -0.788350 -1.0 1.0 0.5 0.4472
C -0.912957 0.630106 -0.627168 0.5 1.0 1.8 0.0065
H -0.305832 -0.401068 2.368690 0.4 1.2 1.1 0.1997

Record 2
10
Properties=species:S:1:pos:R:3:forces:R:3:mulliken_charge:R:1 method="wB97M-V/def2-TZVPD" smiles="C=NSC(=O)C=S" homo_lumo_gap_ev=7.69 total_energy_ha=-1042.41354 charge=0
H 1.065437 0.872409 1.801106 -0.7 0.1 -0.7 0.2183
C 0.197081 1.146759 1.143333 0.7 -0.1 0.8 -0.3589
O -1.057967 0.357490 -0.746431 0.2 -0.1 0.2 -0.5126
C -0.142178 0.188042 0.019045 -0.1 0.1 -0.2 0.7573
H -1.032814 -1.330294 -2.054771 -0.2 0.3 -0.1 0.3014
S -0.632922 2.481706 1.436247 0.0 -0.1 -0.1 -0.1302
N 0.644984 -2.251324 -1.242963 -0.1 0.3 0.1 -0.3673
H -0.424532 -2.923046 -2.792134 0.1 -0.2 -0.2 0.2690
S 1.002505 -1.165799 0.010138 -0.2 -0.1 -0.3 0.0298
C -0.316996 -2.130506 -2.066408 0.3 -0.1 0.5 -0.2069

Record 3
10
Properties=species:S:1:pos:R:3:forces:R:3:mulliken_charge:R:1 method="wB97M-V/def2-TZVPD" homo_lumo_gap_ev="7.28 / 7.05" total_energy_ha=-1042.36983 charge=0
C 0.779183 1.427616 -0.123535 1.6 0.6 0.3 -0.1331
C 1.992852 -0.703776 0.031366 2.5 -3.2 2.2 0.5813
N 1.679003 0.391755 -0.234597 -1.4 2.0 -1.0 -0.3418
H -0.368482 -1.021785 -0.704878 0.1 0.6 0.1 0.2189
H -3.472685 -0.322308 0.525132 1.6 -1.3 -0.8 0.1375
S -0.831177 1.225148 0.273286 0.1 -1.3 -0.7 0.0132
H 1.333241 2.352576 0.054339 -1.0 0.0 -0.1 0.3804
S -2.529538 -1.310475 0.023646 -1.8 1.3 0.9 -0.1737
C -1.124257 -0.356245 -0.290559 -0.4 0.3 0.4 -0.1929
O 2.541859 -1.682510 0.445796 -1.3 1.0 -1.3 -0.4900

Record 4
8
Properties=species:S:1:pos:R:3:forces:R:3:mulliken_charge:R:1 method="wB97M-V/def2-TZVPD" homo_lumo_gap_ev="6.42 / 6.45" total_energy_ha=-568.82207 charge=0
S 0.457838 0.852011 -0.348271 -0.4 1.2 -1.1 -0.0093
C -1.782580 -0.822461 0.021426 -2.3 -2.1 0.1 0.0322
C -0.958504 0.160771 -0.341782 3.4 1.1 0.5 -0.0958
H -3.438680 -2.355143 0.320206 -0.1 -0.2 -0.1 0.3981
H 2.844632 1.746320 -0.651146 -0.8 -2.0 1.5 0.2154
C -2.694943 -1.629478 0.113873 1.1 0.9 0.3 -0.0314
N 2.680473 0.863607 -0.013377 -1.0 0.6 -2.6 -0.7098
H 2.891765 1.184373 0.899074 0.1 0.4 1.4 0.2006

Record 5
8
Properties=species:S:1:pos:R:3:forces:R:3:mulliken_charge:R:1 method="wB97M-V/def2-TZVPD" smiles=N#C[C@H]1CS1 homo_lumo_gap_ev=10.11 total_energy_ha=-568.99202 charge=0
C -1.131651 -0.055850 0.767852 -1.0 0.5 2.0 0.1476
H -0.218334 -1.528732 -1.161563 2.5 0.9 2.0 0.2807
H 1.046839 -0.129259 1.416245 -0.8 -0.2 0.8 0.4326
H 1.484208 -1.917491 -0.275564 -0.6 1.6 -0.6 0.3113
S 0.887961 0.676051 -0.800673 0.8 -0.9 0.0 -0.0961
C 0.283736 -0.271324 0.663409 0.2 0.6 -1.6 -0.0945
N -2.234681 0.202381 1.009131 1.0 -0.4 -0.6 -0.3854
C 0.701695 -1.115827 -0.469973 -1.9 -2.1 -2.0 -0.5962

Record 6
8
Properties=species:S:1:pos:R:3:forces:R:3:mulliken_charge:R:1 method="wB97M-V/def2-TZVPD" smiles="C#CC(N)=S" homo_lumo_gap_ev=8.59 total_energy_ha=-568.97115 charge=0
H -1.873173 1.538571 0.245853 -0.3 -0.4 -0.2 0.2207
C 1.793426 -1.057577 0.028657 3.0 -0.5 -0.2 -0.1731
C 0.844155 -0.347597 -0.076666 -3.4 -0.4 0.1 -0.4848
C -0.637369 -0.149306 -0.032076 -0.2 -0.5 -0.1 0.5039
H 2.794981 -1.493516 0.038803 -1.0 0.2 0.1 0.3805
N -0.988919 1.142343 -0.012815 1.9 0.9 -0.2 -0.3825
H -0.187636 1.756345 -0.170739 -0.8 0.2 0.3 0.2353
S -1.745466 -1.389266 -0.021017 0.8 0.5 0.1 -0.3000

Record 7
8
Properties=species:S:1:pos:R:3:forces:R:3:mulliken_charge:R:1 method="wB97M-V/def2-TZVPD" homo_lumo_gap_ev=11.17 total_energy_ha=-568.95124 charge=0
C -2.414299 -0.494709 1.020813 1.0 0.3 1.3 0.0477
N 0.999119 2.248899 0.159269 0.4 0.8 0.1 -0.3685
C 1.057608 1.120276 -0.006347 -1.3 2.0 0.2 0.3619
H 0.596318 -0.732815 0.697278 -0.6 -0.3 0.5 0.2665
H 0.225777 -0.526992 -1.133090 1.4 0.6 2.0 0.2043
H 1.907265 -0.566637 -0.368193 0.8 -1.0 -0.6 0.3036
S -3.275889 -0.797209 -0.165422 -1.0 -0.3 -1.3 -0.0555
C 0.904098 -0.250812 -0.204305 -0.7 -2.1 -2.3 -0.7599

Record 8
9
Properties=species:S:1:pos:R:3:forces:R:3:mulliken_charge:R:1 method="wB97M-V/def2-TZVPD" smiles="N#C[C@@H](S)C=S" homo_lumo_gap_ev=8.39 total_energy_ha=-967.19085 charge=0
C -0.882357 0.273257 0.509714 -0.5 -1.4 -1.2 -0.1804
H 1.678640 -1.199899 1.149774 0.2 0.1 0.4 0.1508
S -2.388908 0.143103 -0.083701 1.0 0.4 0.5 -0.1853
C 0.356622 0.063655 -0.367049 -0.5 0.0 -0.1 -0.0924
H -0.043560 -0.041181 -1.394301 0.7 0.4 0.3 0.3356
S 1.167319 -1.550896 -0.021915 -0.4 0.0 -0.3 -0.1324
H -0.646428 0.231654 1.552933 -0.1 0.5 0.8 0.3095
N 1.975337 2.082623 0.071391 -0.9 -1.5 -0.3 -0.3680
C 1.313972 1.155712 -0.162379 0.5 1.5 0.0 0.1625